Molecular formula: C60H47AgBrN3O4P2S
Method: DFT, wB97M-V/def2-TZVPD

The total energy comes out at -6581.81034 a.u. The spin multiplicity is 1. The LUMO energy is -0.10 eV. The frontier orbital gap is 7.40 eV.

Geometry as XYZ:
```
119
C60H47AgBrN3O4P2S, DFT wB97M-V/def2-TZVPD
Ag -0.86123 1.05266 0.12561
O 1.84143 1.71140 -0.20347
S 2.25433 0.34761 0.27180
C 3.34539 0.69667 1.64913
C 4.58941 1.22692 1.41287
C 5.52783 1.45794 2.43972
C 5.17955 1.12354 3.71530
C 5.96031 1.18133 5.00839
C 4.93112 0.81124 6.11027
C 3.65843 0.49586 5.35715
C 2.41463 0.14880 5.79334
C 1.38331 0.03526 4.84038
C 1.55555 0.20764 3.48220
P -0.00497 0.25986 2.48018
C -0.86145 1.68916 3.26166
C -2.20624 1.93067 2.96284
C -2.82481 3.09733 3.38276
C -2.10763 4.05124 4.08778
C -0.76601 3.83850 4.36189
C -0.14293 2.66850 3.94842
C -0.79664 -1.26218 3.13480
C -2.07493 -1.32546 3.67607
C -2.62730 -2.55181 4.03469
C -1.91241 -3.72516 3.85421
C -0.63061 -3.67118 3.31656
C -0.08279 -2.45116 2.95893
C 2.87597 0.48749 2.99092
C 3.86924 0.67173 3.97690
C 3.40261 -0.25915 -0.98090
C 4.53917 -0.94872 -0.63999
C 5.54403 -1.27566 -1.57833
C 5.39486 -0.83340 -2.85900
C 6.31555 -0.90516 -4.05712
C 5.49699 -0.29017 -5.22587
C 4.18580 0.13219 -4.59907
C 3.06957 0.70425 -5.12817
C 1.92790 0.83561 -4.30413
C 1.89183 0.48750 -2.97211
P 0.21596 0.26073 -2.19948
C -0.71704 1.58205 -3.07187
C -0.55411 2.86629 -2.54721
C -1.25090 3.93515 -3.08578
C -2.11809 3.73563 -4.15209
C -2.27212 2.46689 -4.68822
C -1.57302 1.39207 -4.15269
C -0.30183 -1.29280 -3.03365
C 0.61398 -2.20425 -3.55881
C 0.19020 -3.43214 -4.05523
C -1.15450 -3.77439 -4.02630
C -2.07351 -2.88542 -3.48356
C -1.64836 -1.66449 -2.98345
C 3.11246 0.03796 -2.35644
C 4.19173 -0.19639 -3.22930
H 4.87127 1.45714 0.39301
H 6.50177 1.86500 2.19640
H 6.39586 2.16805 5.16891
H 6.78775 0.47016 4.98187
H 4.77045 1.64192 6.79889
H 5.26008 -0.03868 6.70847
H 2.19358 0.01451 6.84530
H 0.38021 -0.15684 5.20333
H -2.75774 1.23613 2.34050
H -3.85133 3.29005 3.10030
H -2.58614 4.97372 4.39171
H -0.18966 4.59544 4.87994
H 0.91027 2.52972 4.15414
H -2.64621 -0.42135 3.82780
H -3.62368 -2.58461 4.45956
H -2.34169 -4.67758 4.14180
H -0.06199 -4.58188 3.17086
H 0.91322 -2.41526 2.52954
H 4.71346 -1.19576 0.39995
H 6.42974 -1.80745 -1.25295
H 6.61584 -1.93182 -4.26835
H 7.22822 -0.33798 -3.86974
H 5.32162 -1.02044 -6.01684
H 6.01157 0.55549 -5.68267
H 3.01482 0.99971 -6.16901
H 1.01180 1.18295 -4.76654
H 0.10067 3.02085 -1.69603
H -1.13988 4.91845 -2.64777
H -2.68144 4.56724 -4.55719
H -2.94978 2.30608 -5.51788
H -1.69739 0.41090 -4.59102
H 1.66845 -1.95672 -3.59947
H 0.91860 -4.11922 -4.46947
H -1.48623 -4.72243 -4.43222
H -3.12425 -3.14750 -3.44447
H -2.36968 -0.99296 -2.52786
C -5.24239 -2.01205 0.76934
N -3.90519 -2.49608 0.42318
C -3.71392 -3.79681 0.10434
C -2.49819 -4.27980 -0.21982
C -1.42850 -3.33305 -0.21591
N -1.60266 -2.06467 0.07093
C -2.82022 -1.59774 0.43904
O -3.03068 -0.43151 0.75858
N -0.17027 -3.72601 -0.51079
H -5.57991 -2.46742 1.70070
H -5.94348 -2.24907 -0.03009
H -5.18746 -0.93671 0.89167
H -4.59902 -4.41999 0.11922
H -2.35196 -5.31769 -0.47949
H -0.01767 -4.60579 -0.96876
H 0.51111 -2.99601 -0.64399
Br -7.44857 -0.08556 -3.10702
C -6.16014 0.98416 -2.19772
C -6.55184 2.17368 -1.60564
C -5.60271 2.92436 -0.92405
C -4.28154 2.50144 -0.83082
C -3.91973 1.31732 -1.45680
C -4.84967 0.54635 -2.14105
C -3.28883 3.34099 -0.02058
O -3.73547 4.37090 0.49264
O -2.09923 2.90991 0.08251
H -7.57984 2.50220 -1.67609
H -5.87273 3.85360 -0.44064
H -2.88943 0.99915 -1.40373
H -4.56773 -0.38166 -2.62450
```

=====

Molecular formula: C4H12Cl2N3O2S
Method: DFT, wB97M-V/def2-TZVPD

The total energy comes out at -1792.55992 a.u. The spin multiplicity is 1. The LUMO energy is -5.30 eV. Its net charge is +1. The frontier orbital gap is 8.08 eV.

Geometry as XYZ:
```
24
C4H12Cl2N3O2S, DFT wB97M-V/def2-TZVPD
C -1.30434 0.45984 0.41108
C -1.88405 -0.92801 -1.43159
C -2.34303 1.55842 0.42691
C -1.48119 -2.30029 -1.08064
N -0.16261 0.62067 -1.66552
N 3.74299 -1.61040 0.96051
N -0.96380 0.07273 -0.91441
O 3.76984 0.93980 0.87415
O 2.06586 -0.30643 -0.45316
S 3.49764 -0.34157 -0.21142
Cl -3.94823 1.00236 0.03191
Cl -1.58616 -2.69222 0.62658
H -1.80088 -0.25894 1.02952
H -0.26865 0.90580 0.85854
H -2.89351 -0.78830 -1.07840
H -1.83707 -0.52833 -2.47915
H -1.95978 2.20483 -0.33841
H -2.42807 2.13299 1.45135
H -0.44412 -2.58030 -1.50836
H -2.18204 -3.04748 -1.48125
H 4.51043 1.44555 0.69887
H 0.45676 1.18470 -1.13287
H 3.64318 -1.26116 1.96764
H 4.65282 -2.00002 0.77833
```

=====

Molecular formula: C10H10ClFeNO2
Method: DFT, wB97M-V/def2-TZVPD

The total energy comes out at -2316.11600 a.u. The spin multiplicity is 6. As for the expectation value of S²: 8.774. The LUMO energy (spin up / spin down) is 3.54 / 3.48 eV. Its net charge is -1. The frontier orbital gap (spin up / spin down) is 7.32 / 7.57 eV.

Geometry as XYZ:
```
25
C10H10ClFeNO2, DFT wB97M-V/def2-TZVPD
C 1.69524 -1.41184 0.89480
C 2.14675 -0.03615 0.90276
C 2.21349 0.40112 -0.46288
H 2.51311 0.51616 1.77349
C 1.75867 -0.66265 -1.29043
C 1.45532 -1.77725 -0.45176
H 1.25916 -2.78683 -0.79037
H 1.67470 -2.08392 1.73401
H 2.68081 1.31859 -0.80909
H 1.80176 -0.68466 -2.38418
Fe 0.08140 0.04799 0.22924
Cl -0.83611 -0.64541 2.08318
C -1.86172 1.32231 -0.01809
C -1.30349 1.35120 -1.33567
C -0.04382 1.99123 -1.27044
H -1.83472 1.09398 -2.23896
C 0.20562 2.35518 0.11152
C -0.92168 1.95365 0.88529
H -1.10421 2.20868 1.91606
H -2.87065 1.01186 0.23655
H 0.55117 2.29110 -2.12525
H 1.02009 2.97695 0.48083
O -1.06752 -3.04149 0.08463
N -1.63345 -2.38309 -0.79477
O -1.13260 -1.27190 -1.18361
```

=====

Molecular formula: C4H12N3O
Method: DFT, wB97M-V/def2-TZVPD

The total energy comes out at -398.89537 a.u. The spin multiplicity is 1. The LUMO energy is -3.25 eV. Its net charge is +1. The frontier orbital gap is 10.58 eV.

Geometry as XYZ:
```
20
C4H12N3O, DFT wB97M-V/def2-TZVPD
C 1.74184 0.18763 2.69498
C 0.62427 -0.15914 1.75734
C -0.14795 -1.23128 1.84121
N 0.56939 0.66809 0.53103
H 1.70946 -0.41581 3.59472
H 2.68073 0.11055 2.14520
H 1.66214 1.21625 3.06581
H -0.74814 -1.58767 1.01927
H -0.18124 -1.81610 2.74855
H 1.51281 0.91684 0.22300
H 0.04129 1.53738 0.65330
H 0.09733 0.14024 -0.26652
N -1.92244 0.93749 -2.79827
C -0.77994 0.22496 -2.72549
N -0.70995 -0.74447 -1.70226
O 0.16682 0.40814 -3.45146
H -1.97152 1.66183 -3.49119
H -2.78623 0.61488 -2.40079
H -1.57800 -1.24501 -1.55118
H 0.01931 -1.42482 -1.88724
```